(1)
Here is C23H39O2SiW as an isolated structure from OMol25. Energies are from ωB97M-V with the def2-TZVPD basis set.

Gap between HOMO and LUMO (spin up / spin down) (eV): 6.319 / 7.948
Total charge: +1
E_tot (hartree): -1406.42776
Spin multiplicity: 3
HOMO (spin up / spin down) (Eh): -0.35818 / -0.44767
⟨S²⟩: 2.018

Element x y z (Å)
O -0.43456 0.34372 -5.37046
C -0.92442 1.54511 -6.13422
C -0.41280 1.03585 -7.47316
H -0.46490 2.50667 -5.87624
H -2.02773 1.59096 -6.09995
C -0.24347 -0.27531 -6.69653
H 0.53912 1.45050 -7.80950
H -1.15001 0.96233 -8.27439
C 1.04484 -0.98282 -6.99112
H 1.94684 -0.41866 -6.75411
H 1.04180 -1.20499 -8.07383
H 1.03968 -1.94318 -6.47369
C -1.42657 -1.14673 -7.11418
H -2.30153 -0.50763 -7.32142
H -1.68221 -1.85098 -6.31420
H -1.15297 -1.68664 -8.03680
W -0.21305 0.02105 -0.89796
C -2.48265 -0.46486 -0.13765
C -2.39032 0.82219 0.44709
C -2.00782 1.75182 -0.56160
H -2.61689 1.06305 1.48098
C -1.89640 1.05817 -1.81751
C -2.24147 -0.33816 -1.56052
H -2.52658 -1.06040 -2.32090
H -2.82966 -1.35892 0.39327
H -1.82846 2.81241 -0.42959
H -1.77474 1.53131 -2.79267
C 0.49997 -1.73780 0.84262
C -0.10492 -2.19753 -0.39101
C 0.81018 -1.86234 -1.47583
H -1.01548 -2.80577 -0.48440
C 2.00670 -1.28490 -0.85994
C 1.81522 -1.23857 0.54363
H 2.55949 -0.95714 1.29837
H 0.06410 -1.90294 1.83582
H 0.75146 -2.28321 -2.48494
H 2.90694 -0.98860 -1.40632
O 2.62984 0.67532 -5.01082
C 2.02238 -0.15814 -3.95561
C 1.37037 0.73007 -2.90158
H 2.77270 -0.88948 -3.56565
H 1.19370 -0.71349 -4.43684
C 1.32435 2.08385 -3.62052
H 2.01285 0.79973 -2.03570
H 0.32553 0.29353 -2.67349
C 2.57915 2.02720 -4.51365
H 1.29546 3.00191 -3.01034
H 0.38875 2.01500 -4.23101
H 3.47895 2.19032 -3.88785
H 2.56947 2.75159 -5.34541
C 2.92236 1.76558 2.26695
Si 1.31540 2.37405 1.52144
C -0.09324 1.77640 2.61031
C 1.29950 4.25964 1.46516
C 1.02724 1.73206 -0.22979
H 3.28764 2.55292 2.95724
H 3.69023 1.57098 1.49912
H 2.76863 0.84298 2.85878
H 0.17746 2.01188 3.65109
H -1.02581 2.30014 2.35916
H -0.27604 0.69469 2.53579
H 2.06522 4.62089 0.75762
H 0.30888 4.60908 1.12572
H 1.50720 4.63560 2.48353
H 2.07492 1.71535 -0.62869
H 0.61500 2.57938 -0.83860

---

(2)
Here is a 3-piece molecular cluster, C23H40BClIO9S overall from OMol25. Energies are from ωB97M-V with the def2-TZVPD basis set.

Gap between HOMO and LUMO (eV): 7.924
Total charge: -1
E_tot (hartree): -2758.64324
HOMO (Eh): -0.20081

Element x y z (Å)
C 4.90777 0.97002 1.75614
C 4.26073 1.52399 0.50284
O 4.87971 0.93419 -0.62203
C 4.68413 1.63515 -1.83370
C 3.31121 1.42274 -2.45119
C 2.82005 0.03759 -2.91050
I 4.56309 -1.41155 -2.98481
O 1.85725 -0.43676 -2.11773
B 0.93866 -1.39090 -2.88120
C 1.18829 -2.91914 -2.39901
C 1.14308 -2.99246 -0.86050
C 0.76623 -4.37303 -0.37553
Cl 0.44199 -4.42173 1.40888
C -0.61526 -0.88884 -2.65797
C -1.67422 -1.95482 -2.36039
C -3.01107 -1.36287 -1.93668
C -2.91404 -0.63096 -0.62590
O -2.04291 -0.79414 0.17668
O -3.97920 0.16299 -0.28349
C -4.24442 1.37601 -1.01192
C -3.09314 2.36957 -0.85178
O 1.43686 -1.18967 -4.30873
C 2.22472 -0.07534 -4.34032
S 1.23701 1.47999 -4.74572
H 5.98123 0.86111 1.59093
H 4.51121 -0.01693 2.00042
H 4.75074 1.63748 2.60641
H 3.18551 1.29683 0.49464
H 4.36751 2.61889 0.45052
H 5.48766 1.33284 -2.50473
H 4.79470 2.71568 -1.64887
H 3.23896 2.10398 -3.30351
H 2.55986 1.75325 -1.72887
H 0.45942 -3.61660 -2.83435
H 2.17412 -3.25827 -2.73309
H 0.42599 -2.27214 -0.45166
H 2.12487 -2.72122 -0.46083
H 1.55447 -5.10613 -0.54204
H -0.14697 -4.73002 -0.85137
H -0.93308 -0.40429 -3.59220
H -0.63042 -0.11112 -1.88358
H -1.83888 -2.53554 -3.27573
H -1.36059 -2.66112 -1.58778
H -3.42625 -0.72045 -2.71884
H -3.76392 -2.14038 -1.74457
H -4.44004 1.17341 -2.06940
H -5.17019 1.72186 -0.55352
H -3.42624 3.24249 -0.28813
H -2.29027 1.88261 -0.29419
H -2.70127 2.69658 -1.81459
H 2.98096 -0.14210 -5.12204
H 0.10416 0.80920 -4.95939
O -3.67486 4.79703 1.93245
C -3.38708 3.90440 2.68120
O -2.26317 3.92134 3.42950
C -2.09329 2.63473 4.06450
C -3.49435 2.05367 4.17580
C -4.12440 2.59298 2.90023
H -1.45256 2.02344 3.43069
H -1.59085 2.78651 5.01397
H -3.47641 0.96713 4.22621
H -4.00091 2.42928 5.06594
H -3.87838 1.93814 2.05878
H -5.19722 2.76273 2.93079
O -0.52838 0.25297 5.10683
C -0.16869 -0.47495 4.21923
O 0.71535 -1.47475 4.42250
C 1.03174 -2.12664 3.17120
C -0.14268 -1.82403 2.24688
C -0.57924 -0.45465 2.75555
H 1.96793 -1.70467 2.79973
H 1.17620 -3.18363 3.37849
H 0.12454 -1.84734 1.19364
H -0.93969 -2.55063 2.40617
H -0.03826 0.35877 2.26525
H -1.64514 -0.26183 2.65932

---

(3)
Here is C23H40BeCl5FN4NaO6P as an isolated structure from OMol25. Energies are from ωB97M-V with the def2-TZVPD basis set.

Gap between HOMO and LUMO (eV): 0.894
E_tot (hartree): -4489.59414
HOMO (Eh): -0.19128

Element x y z (Å)
C -5.96388 -2.62090 3.19992
C -5.54656 -2.23750 2.13212
C -5.13742 -2.01381 0.69546
C -3.61761 -2.27415 0.47466
C -3.08699 -3.55623 0.94313
N -1.81904 -3.89938 0.81994
C -1.06641 -2.94777 0.16945
C 0.33616 -3.25533 -0.05152
C 1.18376 -2.38106 -0.73541
C 0.64053 -1.11313 -1.19509
C -0.70852 -0.76976 -0.96284
P -1.19573 0.90862 -1.57663
N -0.60717 1.94921 -0.52663
O -2.80452 1.14988 -1.64950
O -0.48488 1.21201 -3.02320
C -1.61713 -1.70495 -0.27702
N -2.92828 -1.31229 -0.11697
H -5.96807 -2.89634 4.25165
H -5.39453 -0.99396 0.33795
H -5.66716 -2.73797 0.03313
H -3.76920 -4.26880 1.44064
H 0.75774 -4.20973 0.31664
H 2.24167 -2.59557 -0.94363
H 1.29054 -0.40533 -1.73807
H 0.06810 2.57718 -0.97250
H -3.18393 0.69587 -2.42333
H 0.40134 1.55591 -2.82640
C 3.72926 2.87121 -0.53817
C 2.71599 3.91053 -0.03522
O 1.74747 4.03114 -0.97570
H 4.19631 3.17994 -1.47718
H 4.52970 2.74327 0.20153
H 3.26490 1.89440 -0.68959
H 3.31620 4.80612 0.21027
H 2.41610 3.56233 0.96990
Be 0.35693 4.89062 -2.35128
Cl -3.80379 -3.75969 4.19427
C -2.59920 -4.82317 4.97241
C -2.07349 -5.87451 4.01951
Cl -3.31058 -7.09318 3.59246
H -3.06111 -5.27137 5.85060
H -1.77987 -4.18386 5.30700
H -1.24883 -6.41477 4.48635
H -1.70871 -5.42782 3.09425
C 7.87378 1.68187 1.00537
C 7.39715 3.09748 0.72287
O 6.79872 3.65694 1.88265
H 7.04188 1.05419 1.32600
H 8.32900 1.23691 0.11556
H 8.60839 1.67690 1.82055
H 6.65132 3.09171 -0.06960
H 8.22893 3.73834 0.41044
H 7.45913 3.67162 2.58311
Cl -3.30173 -9.45988 2.73860
C -0.51195 6.55989 -8.09222
O 0.64328 6.48806 -8.46529
N -1.05363 5.83564 -7.09001
C -2.44107 5.97997 -6.70360
C -0.21893 4.87941 -6.37422
H -1.23257 7.25095 -8.56391
H -2.49436 6.29096 -5.65704
H -2.95005 5.02091 -6.82180
H -2.93922 6.72603 -7.32208
H 0.62461 5.40580 -5.92147
H 0.16842 4.14284 -7.07668
H -0.79169 4.37456 -5.60020
C -4.26391 -12.83009 2.49399
O -4.81697 -13.66926 1.47627
H -3.18877 -12.98908 2.53108
H -4.46523 -11.78215 2.26290
H -4.70169 -13.08831 3.46279
H -5.76491 -13.51109 1.46188
Na 10.39402 1.03963 2.27965
F 0.27040 2.57006 -4.51817
Cl 1.51135 3.96768 5.89697
C 1.04932 4.47908 4.25219
C 1.84735 5.67191 3.78293
Cl 1.43395 7.15559 4.68103
H -0.01892 4.68663 4.25021
H 1.23306 3.63072 3.59316
H 1.63346 5.86873 2.73246
H 2.91799 5.50293 3.88626